Density functional theory data (ωB97M-V with the def2-TZVPD basis set) for a cluster of 12 separate species, C46H94F2NO22S6 in total at a distorted geometry.

charge = +1
HOMO = -10.8 eV
spin multiplicity = 1
largest force on an atom = 0.03516 hartree/bohr
LUMO = -0.0570 hartree

```
171
C46H94F2NO22S6, DFT ωB97M-V with the def2-TZVPD basis set
C 1.44432 1.15802 1.65694
C 1.57804 0.69757 0.21738
C 0.76345 -0.51855 -0.11316
O 0.94192 -0.83740 -1.45865
C 0.25215 -1.98277 -1.87344
N 1.10865 1.80016 -0.70742
H 0.08551 1.85903 -0.71118
H 1.50325 2.70924 -0.45999
H 1.39732 1.55007 -1.66729
H 2.09515 2.02550 1.76221
H 1.76267 0.34434 2.31092
H 0.42891 1.40574 1.96402
H 2.62768 0.54524 -0.02200
H -0.27556 -0.46302 0.24460
H 1.14371 -1.34888 0.50541
H -0.83884 -1.92884 -1.82246
H 0.64478 -2.86215 -1.34893
H 0.50276 -2.16564 -2.91943
C 2.44515 1.27234 -5.61595
C 1.04532 1.91036 -5.70995
C 0.34815 1.40202 -4.45131
O 1.37220 1.24427 -3.49283
C 2.53388 0.74864 -4.17204
H 3.22249 2.00733 -5.82336
H 2.63459 0.44879 -6.30327
H 0.51539 1.61370 -6.61285
H 1.14818 2.99310 -5.65595
H -0.16864 0.45391 -4.66656
H -0.40205 2.09840 -4.07558
H 2.45077 -0.34187 -4.11160
H 3.43374 1.08170 -3.65986
C -2.51380 0.35999 5.94031
C -1.51864 1.44866 5.58818
C -1.61323 1.51255 4.06951
O -2.99827 1.29185 3.80428
C -3.61933 0.60418 4.90249
H -2.81817 0.39319 6.98326
H -2.04967 -0.60663 5.73223
H -0.50379 1.23195 5.94025
H -1.71135 2.46043 5.95453
H -1.02159 0.72357 3.58221
H -1.24864 2.46494 3.69201
H -4.02453 -0.34318 4.54607
H -4.39279 1.27768 5.27298
C -1.13133 -4.46487 0.78172
C -1.98584 -3.91470 1.92595
C -3.38583 -4.45986 1.63238
O -3.25036 -5.33264 0.49288
C -1.89439 -5.72089 0.39490
H -0.10391 -4.64774 1.10080
H -1.10730 -3.78860 -0.07151
H -1.90550 -2.83471 2.04682
H -1.61722 -4.31496 2.87356
H -4.14569 -3.71982 1.38620
H -3.74361 -5.10609 2.43962
H -1.62852 -6.03718 -0.61827
H -1.68276 -6.60804 1.00681
O 0.39276 -1.93006 2.92139
S 1.35015 -2.54521 3.79286
O 1.36668 -3.96793 3.93006
O 2.80224 -2.06704 3.30877
C 4.00420 -2.48143 4.01157
C 4.48947 -3.82914 3.49106
C 1.23729 -1.75535 5.40152
H 3.84984 -2.46931 5.08842
H 4.74062 -1.73730 3.71588
H 5.36933 -4.17464 4.03332
H 4.82849 -3.69240 2.46083
H 3.70649 -4.58063 3.45490
H 1.86422 -2.34762 6.06551
H 0.20142 -1.86744 5.70901
H 1.62247 -0.74524 5.31396
O 3.41416 6.05891 1.41953
S 2.18921 5.39142 1.08921
O 2.07097 4.59782 -0.10694
O 1.74239 4.42724 2.28755
C 2.22677 4.73020 3.60731
C 1.80553 3.57655 4.48933
C 0.83856 6.54995 1.14339
H 1.79327 5.65639 3.98657
H 3.31268 4.82457 3.60538
H 2.10210 2.60099 4.09443
H 0.71156 3.51359 4.48910
H 2.13175 3.62062 5.52590
H 0.97412 7.24026 1.97087
H -0.03812 5.91370 1.17148
H 0.86718 7.14561 0.23101
O -3.92191 2.26423 -2.42913
S -3.14707 1.16843 -1.93147
O -1.74032 1.35124 -1.70007
O -3.85096 0.67037 -0.58914
C -3.17494 -0.27009 0.26018
C -4.17130 -0.75039 1.29431
C -3.38145 -0.25638 -2.96736
H -2.38184 0.25419 0.80266
H -2.71617 -1.10253 -0.27807
H -4.55545 0.08639 1.88216
H -3.65150 -1.39912 1.99762
H -5.04743 -1.21600 0.84167
H -2.70308 -0.23249 -3.82107
H -4.43041 -0.42480 -3.17404
H -2.92316 -1.07992 -2.41134
O 6.48348 1.97574 -0.63681
S 5.17565 2.55518 -0.57865
O 4.09221 2.04498 -1.35965
O 4.66191 2.43602 0.94625
C 5.57333 2.76587 2.01802
C 5.28110 1.81718 3.16745
C 5.37466 4.32311 -0.69493
H 5.32779 3.78809 2.31900
H 6.60542 2.68445 1.68411
H 4.24405 1.87891 3.49178
H 5.93967 2.05345 4.00343
H 5.49700 0.80086 2.83328
H 5.88039 4.60976 -1.61285
H 5.90543 4.60660 0.21034
H 4.42651 4.85270 -0.66943
O -1.41091 2.90319 1.03971
S -2.26176 3.99875 1.42792
O -2.09559 4.65476 2.69114
O -2.19471 5.14367 0.32005
C -1.80528 4.86088 -1.05826
C -2.08911 6.10384 -1.84993
C -3.95191 3.43916 1.32937
H -2.32550 3.97770 -1.42074
H -0.73634 4.63470 -1.00911
H -1.63762 6.07176 -2.84065
H -1.68570 7.00615 -1.38154
H -3.15819 6.30521 -1.92413
H -4.61874 4.29271 1.24235
H -4.09115 2.89159 2.26033
H -4.04856 2.81809 0.44386
O -4.58266 -3.66327 -4.08974
S -4.10121 -3.89776 -2.75809
O -2.73856 -3.54723 -2.46274
O -5.00161 -3.12984 -1.67705
C -6.42858 -3.22149 -1.82152
C -7.02175 -3.70219 -0.50634
C -4.42103 -5.61970 -2.39346
H -6.67885 -3.96630 -2.57736
H -6.87181 -2.26786 -2.10196
H -6.88865 -2.97658 0.30154
H -6.46884 -4.57802 -0.15646
H -8.08373 -3.92401 -0.57933
H -4.28142 -5.79118 -1.32916
H -3.65482 -6.16508 -2.94342
H -5.39827 -5.82634 -2.81747
F -2.33955 -1.08178 -7.40352
C -1.26393 -1.66919 -6.85111
C -0.01126 -1.38956 -7.34710
C 1.11052 -1.98251 -6.76508
C 0.95657 -2.79131 -5.65206
C -0.33100 -3.13969 -5.23094
C -1.44502 -2.62169 -5.85591
H 0.09902 -0.69224 -8.16855
H 2.06312 -1.67499 -7.17496
H 1.79982 -3.26227 -5.16245
H -0.49179 -3.82718 -4.40975
H -2.47602 -2.83457 -5.59372
F 2.91151 -4.33667 -2.66975
C 3.43690 -3.40410 -1.84182
C 4.32392 -2.49539 -2.37972
C 4.74841 -1.43307 -1.58763
C 4.33198 -1.34154 -0.26688
C 3.45814 -2.29387 0.25440
C 2.98290 -3.32741 -0.53783
H 4.68311 -2.57697 -3.39625
H 5.47296 -0.71246 -1.94511
H 4.63415 -0.47768 0.31400
H 3.02933 -2.12147 1.23209
H 2.28061 -4.04022 -0.12616
```

---

Density functional theory data (ωB97M-V with the def2-TZVPD basis set) for a cluster of 6 separate species, C46H94N6O13P2S in total at a distorted geometry.

HOMO = -8.2 eV
spin multiplicity = 1
SMILES = CCCCc1ccc2c(c1)Nc1c(PP(=O)(O)O)cccc1S2.COCCNCCOC.COCCNCCOC.COCCNCCOC.COCCNCCOC.COCCNCCOC
largest force on an atom = 0.06483 hartree/bohr
ΔE to the lowest compared entry with this formula, charge and spin = 86.6 kcal per mole
LUMO = -0.0031 hartree

```
162
C46H94N6O13P2S, DFT ωB97M-V with the def2-TZVPD basis set
C 5.51727 3.34186 6.30743
C 4.98233 3.46383 4.79484
C 3.82222 2.41141 4.64563
C 3.18534 2.32702 3.20484
C 2.21308 1.07769 3.19832
C 1.88732 0.36770 1.95964
C 0.96012 -0.77174 1.89030
C 0.32039 -1.24065 3.14343
C 0.65216 -0.58526 4.41887
C 1.58180 0.55700 4.43157
N 0.10747 -1.00281 5.70643
C -1.31584 -1.28033 5.67230
C -2.13521 -0.75766 6.76790
P -1.29320 0.27544 8.10299
P -2.00894 2.31598 7.67526
O -1.00975 3.35325 8.01662
O -2.37677 2.30868 6.02976
O -3.48434 2.52137 8.46438
C -3.57865 -1.00132 6.87052
C -4.21711 -1.78906 5.79388
C -3.41457 -2.28801 4.66234
C -1.97867 -2.04755 4.61403
S -0.89214 -2.61797 3.25939
H 5.43975 4.30983 6.86415
H 4.83634 2.62251 6.85225
H 6.53503 2.87844 6.33708
H 4.63792 4.53149 4.69833
H 5.80186 3.22801 4.07071
H 3.02596 2.68239 5.39296
H 4.21407 1.39444 4.90657
H 2.55548 3.22761 2.94615
H 4.01785 2.19841 2.46594
H 2.37116 0.72955 1.02552
H 0.77560 -1.25626 0.88201
H 1.77102 1.02593 5.43109
H 0.59977 -1.85140 6.01637
H -1.79773 -0.11367 9.38703
H -3.34015 2.38488 5.91060
H -4.21850 2.43718 7.82873
H -4.16330 -0.59291 7.72457
H -5.31349 -1.97188 5.88382
H -3.94296 -2.84703 3.86002
C -4.59708 -1.77792 -2.44881
O -3.87107 -2.39644 -3.49559
C -3.62146 -1.52518 -4.60073
C -2.14196 -1.18217 -4.69073
N -1.74050 -0.29828 -3.59784
C -0.29365 -0.12571 -3.46997
C 0.53975 -1.36427 -3.12256
O 0.29894 -1.87027 -1.81658
C -0.79828 -2.75754 -1.71722
H -4.87841 -2.54760 -1.72870
H -3.97925 -1.03617 -1.93092
H -5.50910 -1.30557 -2.82565
H -4.24283 -0.62626 -4.56582
H -3.90354 -2.08062 -5.50157
H -1.94309 -0.68474 -5.64584
H -1.57927 -2.12302 -4.67012
H -2.09172 -0.67232 -2.72469
H -0.13798 0.61100 -2.67558
H 0.09399 0.31969 -4.39189
H 1.59026 -1.05604 -3.13088
H 0.45632 -2.15807 -3.87253
H -0.95738 -3.35716 -2.61678
H -1.70430 -2.19923 -1.47030
H -0.59262 -3.43241 -0.88390
C 3.82922 1.59649 -0.98874
O 4.58045 0.66653 -0.23278
C 4.45827 -0.68004 -0.69843
C 5.76489 -1.15966 -1.30689
N 6.03474 -0.49729 -2.58338
C 7.38676 -0.72730 -3.09174
C 8.55765 -0.19322 -2.25783
O 8.62790 1.22434 -2.19804
C 7.82909 1.81605 -1.18693
H 3.85565 2.55435 -0.46632
H 4.25916 1.74088 -1.98480
H 2.78536 1.27897 -1.07857
H 3.61920 -0.80124 -1.38990
H 4.24519 -1.29264 0.18206
H 5.70955 -2.24053 -1.46923
H 6.56019 -0.96213 -0.58215
H 5.90314 0.50060 -2.47306
H 7.43474 -0.24951 -4.07494
H 7.52617 -1.80069 -3.25688
H 9.47790 -0.51182 -2.75755
H 8.59602 -0.62998 -1.25373
H 7.73831 1.18027 -0.30233
H 6.84002 2.06360 -1.57958
H 8.30199 2.75391 -0.88961
C 9.31394 -5.66029 3.71538
O 7.94902 -5.75001 4.08356
C 7.61956 -4.97304 5.23508
C 6.73440 -3.79470 4.85465
N 7.48166 -2.79065 4.10056
C 6.63952 -1.75960 3.49277
C 5.63530 -2.20365 2.42307
O 6.23659 -2.67431 1.22162
C 6.60177 -4.04491 1.23866
H 9.50218 -6.40100 2.93725
H 9.54887 -4.67162 3.30854
H 9.96795 -5.87599 4.56502
H 8.51004 -4.64982 5.78089
H 7.05072 -5.63159 5.90004
H 6.33559 -3.33508 5.76504
H 5.89308 -4.18556 4.27018
H 8.00181 -3.25019 3.36332
H 7.31848 -1.03676 3.03011
H 6.10454 -1.22576 4.28501
H 5.06108 -1.31652 2.13688
H 4.90247 -2.92422 2.80235
H 5.92667 -4.64860 1.85021
H 7.63190 -4.15980 1.58349
H 6.56244 -4.41692 0.21271
C -7.47071 2.75625 -7.88165
O -8.65591 1.98016 -7.84443
C -8.72798 1.00289 -8.88211
C -8.60256 -0.40118 -8.30807
N -7.24509 -0.66121 -7.83428
C -7.11686 -1.88890 -7.04872
C -7.88101 -1.96401 -5.72148
O -7.40624 -1.06473 -4.72940
C -7.95498 0.24284 -4.80566
H -7.57767 3.56896 -7.16245
H -6.59915 2.15985 -7.59410
H -7.31238 3.18917 -8.87352
H -7.99188 1.18472 -9.66980
H -9.72058 1.10392 -9.33389
H -8.85740 -1.13171 -9.08302
H -9.33200 -0.49443 -7.49485
H -6.94103 0.11538 -7.25989
H -6.05210 -2.00469 -6.82496
H -7.40108 -2.74174 -7.67357
H -7.71562 -2.96603 -5.31334
H -8.96471 -1.86906 -5.84971
H -8.98260 0.24256 -5.17719
H -7.32606 0.88371 -5.42768
H -7.95229 0.66874 -3.80034
C -4.67090 5.81762 1.07173
O -3.55854 5.04530 0.65739
C -3.48555 3.76860 1.29250
C -3.76609 2.65385 0.29489
N -5.17291 2.63691 -0.10340
C -5.45350 1.75810 -1.23943
C -4.79548 2.10940 -2.58243
O -5.27633 3.31550 -3.16075
C -4.63221 4.49261 -2.70168
H -4.55502 6.82179 0.66216
H -5.60694 5.39919 0.68808
H -4.71747 5.89108 2.16208
H -4.14248 3.70555 2.16436
H -2.45661 3.65989 1.65114
H -3.51142 1.69090 0.75032
H -3.11056 2.80892 -0.57019
H -5.45831 3.57625 -0.35103
H -6.53807 1.77452 -1.38556
H -5.18976 0.73116 -0.96775
H -5.06371 1.31723 -3.28906
H -3.70134 2.10545 -2.53289
H -3.58184 4.32239 -2.45239
H -5.16416 4.90696 -1.84210
H -4.68027 5.23607 -3.49948
```

---

| no. | frontier orbital gap (eV) |
| --- | --- |
| 1 | 9.20 |
| 2 | 8.13 |